81
Properties=species:S:1:pos:R:3:forces:R:3 method="wB97M-V/def2-TZVPD" charge=0 total_energy_ha=-3781.8340
O 9.390 2.767 2.326 -0.909 0.624 -2.394
S 9.070 3.105 0.919 0.492 -0.757 1.018
O 8.186 4.565 0.917 0.186 -0.947 0.520
Cl 7.423 4.889 2.393 -0.183 0.235 -0.112
O 7.960 2.025 0.333 0.702 1.219 1.302
C 6.968 1.623 1.298 -1.820 -0.357 -0.224
C 5.555 1.814 0.659 0.863 -0.723 0.699
C 4.434 1.516 1.687 -0.530 0.320 -0.661
C 3.063 1.539 0.937 1.087 -0.231 -0.826
S 2.176 3.128 1.059 -3.558 1.506 3.834
O 0.734 2.866 1.291 2.806 -0.157 -1.464
O 2.707 4.006 2.124 0.426 -1.646 -2.410
Cl 2.308 4.188 -0.729 0.330 -0.784 0.555
H 6.980 2.204 2.232 0.510 -0.239 -0.327
H 7.117 0.550 1.508 0.094 0.500 0.097
H 5.477 1.045 -0.134 -0.080 0.643 0.040
H 5.492 2.832 0.238 -0.138 -0.405 0.117
H 4.397 2.234 2.521 0.209 -0.251 -0.260
H 4.540 0.499 2.102 0.068 0.418 -0.124
H 2.398 0.718 1.240 -0.243 0.786 0.124
H 3.272 1.376 -0.138 -0.369 0.170 0.414
C -1.171 -2.369 -2.328 0.168 -0.237 0.111
C -0.367 -1.097 -2.500 -0.584 -0.074 -0.304
O 0.730 -1.035 -1.575 0.135 0.178 0.042
C 1.774 -1.802 -1.876 -0.339 0.108 0.196
O 1.885 -2.514 -2.834 0.137 -0.125 -0.223
O 2.683 -1.654 -0.906 0.202 0.102 0.107
C 3.824 -2.500 -1.050 0.304 -0.139 0.068
H -1.497 -2.479 -1.292 -0.095 0.104 -0.035
H -2.047 -2.359 -2.976 0.004 0.062 0.026
H -0.577 -3.251 -2.572 0.000 0.067 -0.095
H -0.997 -0.236 -2.278 0.217 0.057 0.180
H -0.008 -0.980 -3.523 0.159 -0.114 0.081
H 4.285 -2.380 -2.029 -0.125 -0.068 -0.024
H 3.542 -3.540 -0.887 0.009 0.016 -0.141
H 4.543 -2.209 -0.286 -0.169 0.119 0.055
C 2.492 6.577 4.216 0.125 0.253 0.181
C 2.190 5.345 5.044 -0.304 0.096 -0.532
O 3.151 5.174 6.099 -0.010 -0.149 0.102
C 3.006 5.985 7.143 0.209 -0.179 -0.239
O 2.154 6.819 7.284 -0.207 0.164 0.115
O 3.987 5.721 8.010 0.024 -0.034 0.086
C 4.004 6.591 9.141 0.124 0.120 0.310
H 3.516 6.544 3.841 -0.059 -0.132 -0.106
H 1.808 6.647 3.370 0.032 -0.097 -0.005
H 2.395 7.487 4.810 -0.103 -0.064 0.021
H 2.263 4.460 4.415 0.196 -0.046 0.198
H 1.178 5.369 5.451 0.111 0.129 0.173
H 3.038 6.604 9.644 -0.021 0.072 -0.122
H 4.285 7.598 8.833 -0.147 0.006 0.016
H 4.754 6.212 9.831 0.028 -0.136 -0.173
C -5.681 -6.881 0.692 0.023 -0.204 -0.212
C -5.299 -5.471 0.290 -0.325 -0.095 0.464
O -4.314 -5.467 -0.751 0.079 0.179 0.007
C -4.773 -5.752 -1.969 0.302 -0.084 0.144
O -5.912 -5.995 -2.259 -0.306 0.025 -0.096
O -3.740 -5.741 -2.812 0.048 0.074 -0.040
C -4.078 -6.131 -4.143 0.068 -0.060 -0.372
H -4.793 -7.455 0.962 0.002 0.088 0.113
H -6.365 -6.865 1.542 0.043 0.043 0.008
H -6.169 -7.408 -0.128 -0.060 0.106 0.017
H -4.843 -4.962 1.139 0.201 0.038 -0.183
H -6.170 -4.886 -0.009 0.038 -0.094 -0.174
H -4.900 -5.533 -4.533 -0.060 -0.083 0.104
H -4.332 -7.191 -4.168 -0.131 0.071 0.006
H -3.199 -5.966 -4.762 0.081 0.052 0.206
C -7.115 -2.150 -2.729 0.039 -0.202 -0.218
C -6.713 -0.741 -3.114 -0.338 -0.105 0.477
O -5.728 -0.739 -4.156 0.100 0.147 0.018
C -6.190 -1.005 -5.377 0.255 -0.040 0.163
O -7.332 -1.225 -5.672 -0.262 0.003 -0.102
O -5.155 -0.997 -6.219 0.044 0.036 -0.041
C -5.499 -1.362 -7.556 0.066 -0.063 -0.363
H -6.234 -2.740 -2.467 -0.001 0.068 0.115
H -7.797 -2.136 -1.878 0.044 0.041 0.009
H -7.610 -2.662 -3.554 -0.056 0.093 0.022
H -6.251 -0.247 -2.260 0.208 0.040 -0.187
H -7.576 -0.140 -3.405 0.043 -0.091 -0.183
H -6.310 -0.744 -7.938 -0.060 -0.085 0.100
H -5.772 -2.417 -7.596 -0.130 0.073 0.003
H -4.617 -1.204 -8.172 0.080 0.046 0.205

---

91
Properties=species:S:1:pos:R:3:forces:R:3 method="wB97M-V/def2-TZVPD" charge=0 relative_energy_kj_mol=0.0
Mo -1.381 -0.480 1.357 -0.013 -0.154 0.127
C -2.415 3.368 1.015 0.007 -0.032 -0.010
N -2.051 2.334 0.025 0.003 -0.002 -0.017
P -3.221 1.035 -0.083 -0.015 0.008 0.013
C -4.728 1.907 -0.607 0.007 0.008 -0.003
C -5.957 1.378 -0.230 -0.015 0.002 -0.004
C -7.136 1.970 -0.661 0.006 -0.002 0.003
C -7.090 3.102 -1.461 0.003 0.001 0.000
C -5.865 3.644 -1.829 -0.011 -0.004 0.000
C -4.687 3.049 -1.407 0.006 0.005 0.002
C -2.687 0.142 -1.575 0.000 -0.008 0.006
C -2.042 -1.062 -1.287 0.019 -0.007 -0.001
C -1.388 -1.782 -2.273 -0.006 -0.002 0.006
C -1.403 -1.300 -3.576 -0.014 0.003 0.006
C -2.068 -0.120 -3.882 -0.007 -0.001 0.009
C -2.706 0.605 -2.884 0.003 -0.002 -0.016
P -0.548 1.478 0.310 -0.002 0.049 -0.010
C 0.491 2.701 1.194 -0.003 -0.038 -0.015
C 0.562 2.613 2.582 -0.013 -0.020 0.028
C 1.308 3.527 3.311 0.010 0.017 -0.006
C 1.994 4.541 2.657 -0.010 -0.010 -0.011
C 1.941 4.628 1.272 0.005 -0.014 0.014
C 1.200 3.710 0.544 0.010 0.023 -0.023
C 0.195 1.517 -1.359 0.029 0.005 0.020
C -0.114 2.531 -2.265 -0.008 0.019 -0.009
C 0.520 2.592 -3.495 -0.002 -0.010 -0.004
C 1.468 1.635 -3.834 0.004 -0.007 0.003
C 1.769 0.615 -2.945 -0.001 0.008 0.000
C 1.129 0.553 -1.714 -0.002 0.010 -0.007
H -3.393 3.775 0.763 -0.007 0.009 0.006
H -1.688 4.177 0.972 0.003 0.001 0.014
H -2.452 2.983 2.040 -0.009 0.015 -0.003
H -5.991 0.502 0.408 -0.001 -0.002 0.000
H -8.089 1.553 -0.364 -0.001 0.000 -0.001
H -8.008 3.568 -1.792 -0.001 0.001 0.000
H -5.829 4.533 -2.446 0.000 0.001 -0.001
H -3.729 3.476 -1.680 0.000 -0.008 -0.007
H -2.127 -1.538 -0.285 -0.011 -0.036 -0.064
H -0.867 -2.698 -2.027 -0.010 0.000 -0.006
H -0.892 -1.850 -4.355 0.005 -0.004 0.003
H -2.074 0.248 -4.900 0.001 0.003 -0.001
H -3.193 1.542 -3.122 0.000 0.007 0.002
H 0.040 1.812 3.088 -0.004 -0.003 -0.006
H 1.354 3.442 4.389 0.003 0.001 0.000
H 2.578 5.255 3.224 0.003 0.000 -0.001
H 2.488 5.407 0.755 -0.001 0.003 0.002
H 1.188 3.778 -0.536 -0.002 0.002 0.017
H -0.864 3.266 -1.998 -0.001 -0.002 -0.001
H 0.272 3.383 -4.191 0.002 0.002 0.001
H 1.967 1.683 -4.794 -0.001 -0.002 -0.002
H 2.500 -0.137 -3.212 0.004 -0.006 0.002
H 1.352 -0.250 -1.022 0.001 -0.006 -0.001
F -0.848 -0.349 4.453 0.038 -0.031 0.000
C -1.647 -0.040 3.418 -0.041 0.128 -0.055
F -2.649 -1.077 3.402 -0.020 -0.024 -0.023
F -2.344 1.061 3.831 0.010 -0.035 0.033
C 0.117 -1.345 1.308 0.149 0.220 -0.032
Ge 1.765 -2.314 1.003 -0.091 -0.094 0.041
C 1.999 -3.552 2.487 0.011 0.026 0.014
C 2.811 -4.678 2.363 0.000 -0.006 0.001
C 2.984 -5.547 3.431 0.006 0.007 -0.010
C 2.344 -5.297 4.637 -0.009 0.003 0.008
C 1.530 -4.180 4.771 0.004 0.001 0.000
C 1.358 -3.313 3.701 0.003 -0.016 -0.002
C 3.197 -1.001 0.845 0.000 -0.001 0.025
C 4.386 -1.246 0.159 -0.003 -0.012 0.001
C 5.356 -0.258 0.055 0.006 0.018 0.003
C 5.149 0.986 0.637 0.012 -0.011 -0.011
C 3.977 1.237 1.335 -0.024 -0.006 0.005
C 3.010 0.247 1.437 0.017 0.001 -0.001
C 1.587 -3.344 -0.649 -0.014 0.000 0.001
C 0.798 -4.496 -0.644 0.003 -0.006 -0.019
C 0.534 -5.183 -1.820 -0.003 0.001 0.009
C 1.057 -4.727 -3.024 -0.002 -0.003 -0.010
C 1.852 -3.590 -3.043 0.007 0.011 0.001
C 2.113 -2.906 -1.862 -0.011 -0.016 -0.027
H 3.310 -4.888 1.423 -0.002 0.000 -0.003
H 3.616 -6.420 3.323 0.000 -0.001 0.000
H 2.476 -5.975 5.471 0.000 0.000 0.000
H 1.026 -3.985 5.709 0.000 -0.001 0.000
H 0.713 -2.448 3.810 -0.003 0.003 -0.005
H 4.562 -2.212 -0.302 0.003 0.004 0.010
H 6.274 -0.459 -0.483 0.001 0.001 0.000
H 5.905 1.756 0.549 0.000 -0.001 -0.002
H 3.806 2.203 1.795 0.002 0.003 -0.001
H 2.092 0.446 1.977 0.000 0.010 -0.001
H 0.381 -4.859 0.290 0.000 0.004 0.003
H -0.083 -6.073 -1.799 0.002 0.001 -0.004
H 0.849 -5.261 -3.943 0.001 0.001 0.000
H 2.268 -3.235 -3.978 0.000 0.000 -0.001
H 2.736 -2.019 -1.889 -0.009 0.004 -0.007

---

99
Properties=species:S:1:pos:R:3:forces:R:3 method="wB97M-V/def2-TZVPD" charge=+1 total_energy_ha=-4161.0572
C -0.800 0.349 1.693 0.292 1.811 -2.458
C -0.325 0.608 0.397 -0.220 -2.520 1.093
C 0.129 -0.534 -0.682 0.673 -1.501 0.401
C -0.229 -0.366 -2.105 1.681 -1.774 0.342
C -1.038 0.897 -2.495 -0.259 -1.281 -0.940
C -2.465 0.389 -3.002 -1.192 -0.352 0.624
C -2.924 -0.940 -2.283 0.046 -1.564 -2.529
N -2.859 -2.126 -2.979 1.723 2.982 0.319
O -3.370 -1.073 -1.090 -2.799 0.831 3.627
C 0.178 -1.404 -3.084 -0.079 1.263 2.618
C 0.926 -2.617 -2.671 -0.853 1.563 0.067
N 1.223 -3.543 -3.652 1.046 -1.318 2.055
C 1.890 -4.614 -3.190 -0.527 0.774 -0.234
C 2.211 -5.720 -4.256 0.015 1.159 -0.426
F 1.483 -6.883 -3.925 0.735 0.761 0.117
C 3.748 -5.964 -4.470 0.023 -1.529 -0.068
C 3.999 -7.540 -4.554 0.481 0.059 -0.372
C 2.298 -4.747 -1.757 0.599 -1.211 0.429
C 3.117 -6.033 -1.351 -0.088 1.307 0.230
I 2.198 -6.707 0.537 0.186 -0.196 -0.590
C 4.597 -5.639 -1.014 0.340 -0.046 1.050
C 5.467 -6.810 -0.394 -0.083 0.796 0.096
N 2.039 -3.879 -0.765 -0.591 -0.287 -3.883
C 1.318 -2.821 -1.281 -1.100 2.534 1.234
C 0.907 -1.772 -0.317 -1.016 2.033 -0.821
O 1.293 -1.950 1.062 0.609 0.697 -1.682
H -0.935 -0.738 2.120 -1.731 10.835 -6.133
H -1.016 1.258 2.379 0.128 -1.630 -1.138
H -0.283 1.660 0.042 0.251 -0.955 0.399
H -0.520 1.407 -3.352 -0.695 -0.270 0.806
H -1.178 1.611 -1.654 0.173 -0.668 -0.747
H -2.456 0.142 -4.088 0.353 0.111 0.603
H -3.269 1.156 -2.863 0.739 -0.483 0.091
H -2.427 -1.969 -3.898 -0.202 -0.143 0.077
H -2.359 -2.853 -2.432 -1.360 -0.318 0.034
H -0.120 -1.219 -4.148 0.415 -0.439 0.753
H 1.793 -5.375 -5.241 0.181 -0.181 1.103
H 4.095 -5.569 -5.464 -0.529 -0.115 0.940
H 4.404 -5.522 -3.687 -0.722 -0.251 -0.538
H 5.096 -7.754 -4.632 -1.027 0.269 -0.064
H 3.474 -7.995 -5.434 0.514 0.449 0.844
H 3.621 -8.093 -3.645 0.250 0.231 -0.549
H 2.998 -6.869 -2.072 0.117 0.654 0.605
H 4.536 -4.839 -0.222 -0.018 -0.601 -0.912
H 5.168 -5.185 -1.860 -0.835 -0.415 0.327
H 5.471 -6.683 0.720 -0.141 -0.472 -1.006
H 6.529 -6.669 -0.718 -0.929 -0.409 0.131
H 5.067 -7.811 -0.683 0.535 0.705 0.229
H 2.112 -1.443 1.256 -0.516 -0.475 -0.507
C -0.076 4.283 5.154 0.002 0.109 0.111
C 0.943 4.432 5.997 0.038 0.029 0.088
C 1.844 3.291 6.314 0.065 0.169 0.073
O 2.772 3.411 7.077 -0.092 -0.137 -0.098
C 1.554 1.987 5.651 -0.087 -0.193 -0.130
C 0.526 1.862 4.814 0.208 -0.063 0.151
C -0.355 2.999 4.508 -0.200 0.194 -0.129
O -1.294 2.874 3.734 -0.084 -0.068 0.047
H -0.749 5.092 4.900 0.136 0.139 -0.025
H 1.160 5.375 6.483 0.033 -0.019 -0.008
H 2.214 1.163 5.890 0.035 0.050 0.054
H 0.266 0.942 4.310 0.125 -0.116 0.035
Be -4.608 -1.326 0.123 4.014 -2.657 -3.332
F 4.379 -9.992 -3.702 -0.128 0.385 0.072
B -5.257 5.246 3.219 -2.342 -0.154 -1.239
O -6.297 4.981 4.217 0.880 -0.162 -0.371
C -6.933 3.853 3.846 -1.139 0.323 1.576
O -7.835 3.356 4.440 0.174 -0.052 -0.163
C -6.317 3.344 2.588 0.589 -0.777 -1.633
O -6.635 2.358 1.985 0.125 0.053 0.231
O -5.330 4.166 2.225 0.150 0.273 0.675
O -5.441 6.566 2.590 1.458 -0.530 0.894
C -4.342 7.305 2.819 -2.000 1.038 -1.461
O -4.176 8.421 2.443 0.459 -0.184 0.284
C -3.371 6.503 3.614 1.431 1.071 -1.538
O -2.294 6.848 3.994 -0.212 -0.505 0.593
O -3.898 5.276 3.864 0.164 0.124 -0.605
C -3.060 -4.014 0.121 1.971 0.143 -1.268
O -2.541 -3.922 -1.010 -1.022 0.041 1.059
O -2.210 -4.600 1.047 -0.646 0.691 -0.683
O -4.195 -3.628 0.536 -1.213 2.744 0.460
H -1.503 -4.719 0.382 0.500 -0.686 0.762
Al -3.540 5.427 5.677 0.366 -0.688 2.692
O -1.333 -0.623 -5.712 -0.161 -0.137 0.678
H -1.317 -0.592 -6.673 0.023 -0.027 -0.231
N 1.495 8.129 6.700 0.113 0.274 0.013
O 1.574 9.351 6.780 -0.035 -0.152 -0.013
O 0.386 7.578 6.694 -0.067 -0.096 -0.035
O 2.521 7.447 6.625 -0.100 -0.057 -0.023
Cs -0.560 -2.016 2.899 1.882 -10.777 6.731
C 1.046 4.656 -1.777 0.139 -0.009 0.016
S -0.056 4.840 -3.193 0.002 0.115 -0.057
O 0.101 3.623 -4.041 0.063 0.031 0.202
C 0.872 6.169 -3.977 0.090 0.026 -0.053
H 0.677 3.840 -1.157 -0.056 0.024 -0.066
H 2.056 4.425 -2.119 -0.046 -0.007 -0.057
H 1.048 5.579 -1.196 -0.042 -0.015 -0.027
H 1.892 5.840 -4.179 -0.049 -0.077 0.024
H 0.880 7.041 -3.323 -0.056 -0.040 0.012
H 0.381 6.424 -4.915 -0.056 -0.080 0.066

---

18
Properties=species:S:1:pos:R:3:forces:R:3 method="wB97M-V/def2-TZVPD" smiles=O.O.O.O.O.S charge=0 relative_energy_kj_mol=6.0
S -0.374 -2.327 1.768 -0.844 0.174 -0.378
H -0.251 -1.124 2.359 -0.089 -0.119 -0.112
H -1.512 -1.969 1.065 0.907 -0.193 0.602
H 1.101 1.672 -1.076 -1.604 0.100 -1.412
H 0.198 1.017 -2.191 0.231 0.008 0.148
O 0.296 1.827 -1.669 1.421 -0.035 1.116
H -1.456 1.357 -0.591 0.445 0.873 -0.648
H -1.298 0.675 0.768 -1.030 -0.070 -1.928
O -1.802 0.603 -0.130 0.611 -0.798 2.579
H -0.818 -1.838 -1.997 1.011 1.280 0.766
H -0.956 -0.555 -1.009 0.764 -0.779 -0.866
O -0.292 -1.090 -1.594 -1.903 -0.302 0.023
H 0.594 1.841 2.003 0.400 1.764 0.666
H 0.890 0.673 1.139 0.569 -0.727 -0.545
O 0.254 1.005 1.778 -0.952 -1.089 0.056
H 1.105 -0.607 -0.663 1.221 0.087 0.757
H 2.465 -0.965 0.161 -1.725 1.926 -0.763
O 1.855 -0.192 -0.120 0.568 -2.101 -0.063

---

30
Properties=species:S:1:pos:R:3:forces:R:3 method="wB97M-V/def2-TZVPD" smiles="CP(O)/C=C/CCBr.C=C(C)C" charge=0 relative_energy_kj_mol=0.0
C -0.850 -1.684 1.218 0.039 -0.125 0.058
C 0.397 -1.245 1.138 0.157 0.494 -0.194
C 1.606 3.053 -1.704 -0.103 0.046 0.036
C 1.252 0.683 -2.518 -0.114 -0.040 -0.056
C -0.673 2.113 -1.913 -0.173 -0.034 -0.089
C 1.348 0.744 2.784 -0.063 0.114 -0.490
C -1.242 -3.128 1.282 -0.100 0.081 0.009
C -2.385 -3.455 0.334 0.057 -0.136 -0.016
C 0.640 1.958 -2.029 0.131 0.029 0.042
O -0.600 1.242 1.111 -0.351 0.132 0.188
P 0.870 0.523 1.004 0.175 -0.394 0.698
Br -4.050 -2.591 0.886 0.056 -0.066 -0.057
H -1.663 -0.971 1.259 -0.072 0.143 -0.012
H 1.227 -1.941 1.092 0.087 -0.174 0.016
H 2.324 2.704 -0.962 0.070 -0.023 0.042
H 2.162 3.338 -2.595 0.099 0.047 -0.079
H 1.096 3.929 -1.311 0.000 0.082 -0.003
H 1.616 0.813 -3.538 0.063 -0.003 -0.079
H 0.526 -0.127 -2.509 -0.002 -0.076 -0.043
H 2.097 0.406 -1.893 0.074 -0.050 0.038
H -0.856 1.651 0.275 0.168 -0.021 -0.127
H -1.114 3.046 -1.603 -0.024 0.280 0.082
H -1.360 1.321 -2.164 -0.101 -0.210 -0.068
H 1.622 1.785 2.952 0.041 0.015 0.023
H 0.509 0.481 3.426 -0.024 -0.053 0.016
H 2.206 0.113 3.013 0.036 -0.045 0.028
H -0.387 -3.759 1.021 -0.030 -0.015 0.025
H -1.543 -3.377 2.305 -0.003 -0.067 -0.078
H -2.182 -3.102 -0.678 -0.054 -0.049 0.112
H -2.594 -4.524 0.316 -0.041 0.118 -0.019